# 1
13
Properties=species:S:1:pos:R:3:forces:R:3:mulliken_charge:R:1 method="wB97M-V/def2-TZVPD" homo_lumo_gap_ev=10.742 homo_energy_ha=-0.3651 smiles="CCNC(=O)O" de_lowest_kj_mol=87.0
C -1.20600 0.49260 0.92373 -0.3 -1.5 -1.1 -1.033
C 0.05713 1.18492 0.27929 -0.6 -1.9 1.4 -0.417
N 0.68289 0.30571 -0.74833 -0.6 0.2 -1.0 -0.202
C 0.86542 -1.05235 -0.47473 0.0 1.2 -3.5 0.539
O 0.96750 -1.60237 0.54623 0.3 -0.8 3.9 -0.521
O 0.95797 -1.77602 -1.63120 1.3 -1.6 -0.9 -0.538
H -1.65038 1.21077 1.54498 -0.5 1.0 1.4 0.402
H -2.11521 0.24418 0.22707 2.1 0.2 0.7 0.251
H -0.93218 -0.43120 1.54112 -0.4 1.4 -1.0 0.276
H -0.24373 2.13761 -0.11539 0.1 0.2 -0.7 0.387
H 0.73050 1.43519 1.15553 -0.3 -0.6 -1.2 0.204
H 0.42497 0.52348 -1.75691 0.6 -0.6 2.1 0.286
H 1.46112 -2.67251 -1.49140 -1.6 2.7 0.2 0.366

# 2
16
Properties=species:S:1:pos:R:3:forces:R:3:mulliken_charge:R:1 method="wB97M-V/def2-TZVPD" total_charge=+1 homo_lumo_gap_ev="7.208 / 7.338" homo_energy_ha="-0.4919 / -0.4939" de_lowest_kj_mol=453.0
C 0.81522 -0.86825 0.66811 0.8 -1.4 -0.6 0.473
C 0.90103 -0.90992 -0.96963 0.4 -0.5 -0.3 -0.647
C 0.25844 0.31938 -1.32551 0.3 -0.3 3.3 -0.110
C -0.16125 0.71449 2.22789 -0.2 0.5 0.8 -0.923
N 0.05388 0.18031 0.92654 -0.9 1.0 -2.3 -0.198
N -1.16786 0.29933 -1.62478 -0.4 0.0 -0.3 -0.245
O 1.36146 -1.67603 1.35510 -0.2 0.5 -0.2 -0.480
H 1.96618 -0.92480 -1.18419 0.0 0.0 -0.2 0.328
H 0.42751 -1.82383 -1.32211 0.0 0.0 0.0 0.298
H 0.76788 1.26039 -1.41788 -0.1 0.2 -0.4 0.385
H 0.02454 -0.02944 3.00573 0.0 0.0 -0.1 0.330
H 0.51023 1.55564 2.41580 0.0 0.0 0.0 0.307
H -1.19538 1.05047 2.31916 0.1 0.0 0.1 0.315
H -1.59701 1.22057 -1.46036 0.0 -0.3 0.0 0.373
H -1.62269 -0.39264 -1.00563 0.1 0.3 -0.1 0.422
H -1.34219 0.02433 -2.60825 0.0 0.1 0.3 0.372

# 3
135
Properties=species:S:1:pos:R:3:forces:R:3:mulliken_charge:R:1 method="wB97M-V/def2-TZVPD" homo_lumo_gap_ev=8.089 homo_energy_ha=-0.3004
N -1.55961 4.01350 0.91631 0.8 -1.5 0.4 -0.419
P -0.02769 3.61127 0.28551 0.9 3.0 -1.8 -0.127
O 0.87744 3.31713 1.65373 -1.3 -0.7 -0.5 -0.168
N -0.11464 2.04856 -0.64279 1.1 0.3 0.1 0.479
C 0.40888 0.97913 0.14321 -1.8 -1.1 0.7 -0.637
O 1.53785 0.58825 0.22819 -0.4 0.5 0.1 -0.606
C -0.85858 0.39960 0.80520 0.5 0.6 -1.3 0.426
C -0.97249 -0.43911 1.87305 0.8 -0.2 0.2 -1.111
C -2.22729 -0.85158 2.25785 -1.0 -0.5 0.3 -0.099
C -3.35967 -0.43187 1.52151 0.0 -0.5 0.8 -0.723
I -5.28887 -1.13399 2.12397 0.9 0.0 0.0 0.066
C -3.25864 0.40396 0.41498 -0.4 0.6 -0.7 1.215
C -4.43306 0.84864 -0.45213 -0.1 -0.8 0.4 -1.247
C -5.48213 1.76069 0.21543 0.0 0.7 -1.3 -0.634
C -4.96445 3.15445 0.62742 -0.3 -0.9 0.3 -0.383
S -4.56061 3.20518 2.41155 0.1 0.5 0.3 -0.082
C -1.97495 0.83041 0.08125 0.5 -0.1 -0.3 0.615
C -1.46327 1.75410 -1.04217 -0.1 -0.7 1.5 -0.251
O -1.98663 2.19111 -2.02837 0.1 -0.1 0.5 -0.551
H -1.96549 3.30533 1.52608 -0.4 0.3 0.1 0.194
H -2.21055 4.29769 0.19509 0.0 0.2 0.1 0.308
H 0.57830 3.98980 2.28830 0.1 -0.2 0.2 0.233
H -0.05389 -0.74663 2.36652 -0.3 -0.2 0.2 0.633
H -2.29746 -1.53930 3.11596 -0.3 0.5 -0.6 0.746
H -4.01641 1.26866 -1.37232 -0.3 0.2 0.2 0.528
H -4.97057 -0.06577 -0.75431 0.2 0.2 0.1 0.469
H -6.24484 1.95049 -0.55943 0.2 -0.2 0.1 0.467
H -6.02069 1.27375 1.02809 0.3 0.2 0.0 0.232
H -4.16144 3.50652 -0.02681 0.0 -0.2 0.2 -0.009
H -5.80025 3.85357 0.50976 0.3 0.1 0.3 0.394
H -3.70708 2.17268 2.60735 -0.3 0.1 -0.5 0.011
Cl 4.35293 5.09891 4.07550 0.0 0.0 0.0 -0.238
C 4.32490 3.33390 4.34338 0.1 0.0 0.0 0.412
C 3.02280 2.71205 3.91964 0.2 -0.2 -0.1 -0.373
Cl 1.67468 3.19709 4.99170 -0.1 0.0 0.0 -0.230
H 4.52527 3.15028 5.39563 0.0 0.1 0.0 -0.160
H 5.14247 2.91233 3.75810 -0.2 0.3 0.1 0.014
H 3.09873 1.62643 3.97609 0.0 0.0 0.1 0.291
H 2.75700 2.98087 2.90106 0.0 0.0 0.1 0.339
Cl -2.27422 1.99069 5.49703 0.0 0.0 0.0 -0.103
C -1.31387 1.10312 6.71247 0.1 0.1 0.1 -0.471
C -0.83876 -0.22809 6.19521 0.2 0.0 0.0 -0.271
Cl -2.17343 -1.38864 5.96663 -0.1 0.0 0.0 -0.184
H -1.92315 0.99602 7.60704 -0.1 0.0 -0.1 0.368
H -0.45351 1.72557 6.95614 0.0 0.0 -0.1 0.209
H -0.14821 -0.67657 6.90831 0.0 0.0 0.0 0.373
H -0.32418 -0.12154 5.24232 -0.1 0.0 0.0 0.101
Cl 4.95828 2.35028 -4.27198 0.0 0.0 0.0 -0.230
C 3.33368 1.62641 -4.10699 -0.1 -0.1 -0.1 -0.230
C 2.32214 2.60724 -3.57361 -0.1 0.0 0.0 0.089
Cl 2.61680 3.02823 -1.87705 0.4 0.2 0.0 -0.130
H 3.41893 0.75292 -3.46400 0.1 0.1 0.1 0.345
H 3.03360 1.29417 -5.09955 0.0 0.1 0.0 0.111
H 1.32929 2.17045 -3.61596 -0.1 -0.1 0.0 -0.307
H 2.31399 3.52713 -4.15179 0.0 0.0 0.0 0.342
Cl 1.44009 -0.05841 -7.97277 0.0 0.0 0.1 -0.272
C -0.23221 -0.63830 -7.71518 -0.1 0.0 -0.1 -0.121
C -1.09891 0.40412 -7.06189 -0.1 0.1 0.0 0.039
Cl -0.62990 0.70629 -5.36989 0.0 -0.1 0.1 -0.083
H -0.18629 -1.54656 -7.12321 0.1 0.1 0.0 -0.028
H -0.63255 -0.89172 -8.69623 0.0 0.1 0.0 0.358
H -2.13145 0.06301 -7.04736 0.1 -0.1 0.0 -0.297
H -1.05828 1.35235 -7.59595 0.1 0.0 0.1 0.362
Cl -6.16296 0.47974 -5.89814 0.0 0.0 0.0 -0.181
C -5.43310 1.08164 -7.40687 0.0 0.1 0.0 -0.360
C -5.37682 0.01784 -8.47561 0.0 0.1 -0.1 -0.564
Cl -4.21256 -1.27312 -8.07775 -0.1 0.0 0.0 -0.109
H -4.44228 1.46521 -7.17140 0.0 -0.1 0.0 0.218
H -6.04950 1.91223 -7.74824 0.0 -0.1 0.0 0.349
H -5.05167 0.45852 -9.41731 0.0 0.0 0.0 0.281
H -6.34881 -0.44375 -8.63238 0.0 0.0 0.1 0.377
Cl 2.53539 -1.11598 -12.29972 0.0 0.0 0.0 -0.199
C 3.53063 -0.39484 -11.00773 0.0 0.1 0.1 0.004
C 4.32591 0.78950 -11.49498 0.0 0.1 0.1 -0.429
Cl 5.61804 0.31485 -12.62844 0.0 0.0 0.0 -0.192
H 4.17740 -1.17254 -10.60799 0.0 0.0 -0.1 0.353
H 2.84630 -0.08070 -10.22141 0.0 0.0 -0.1 -0.128
H 4.80984 1.27856 -10.65053 0.0 -0.1 0.0 0.290
H 3.69116 1.51751 -11.99483 0.0 -0.1 -0.1 0.328
Cl 4.85365 1.75357 7.73128 0.0 -0.1 0.0 -0.152
C 4.20255 3.22084 8.50930 0.0 0.2 0.0 -0.450
C 3.75084 2.96083 9.92368 0.0 0.1 0.1 -0.544
Cl 2.30175 1.92455 9.98597 0.0 0.0 0.0 -0.178
H 3.38897 3.59521 7.89032 0.0 -0.1 0.0 0.314
H 5.00148 3.96128 8.50664 0.0 0.0 0.1 0.351
H 3.48811 3.90254 10.40348 0.0 0.0 -0.1 0.348
H 4.53154 2.48306 10.51122 0.0 -0.1 -0.1 0.330
Cl -6.16591 -4.74804 2.23049 0.0 -0.1 -0.1 -0.187
C -4.92919 -5.91730 2.77074 0.0 0.0 0.0 -0.128
C -3.76663 -5.23769 3.45339 0.0 0.0 0.0 -0.315
Cl -2.78797 -4.27763 2.31097 0.0 0.0 0.0 -0.171
H -4.60539 -6.49049 1.90452 0.0 0.1 0.0 0.365
H -5.41998 -6.59551 3.46179 0.0 0.1 0.0 -0.032
H -3.10187 -5.98094 3.88744 0.0 0.2 -0.2 0.153
H -4.10170 -4.57602 4.25001 0.0 0.1 -0.1 0.331
Cl -0.96365 5.77039 -2.51504 0.0 0.0 -0.1 -0.097
C -0.50399 6.43738 -4.10129 -0.1 0.0 -0.1 -0.564
C -1.14675 5.69936 -5.25577 0.0 0.2 -0.1 -0.598
Cl -0.54935 4.03778 -5.49753 0.0 0.1 0.2 -0.071
H 0.58243 6.43082 -4.15825 0.0 -0.1 0.0 0.314
H -0.84186 7.47294 -4.12006 0.0 0.0 0.0 0.345
H -0.94461 6.23758 -6.18140 0.0 0.0 0.0 0.337
H -2.22454 5.63369 -5.12482 0.0 0.0 0.1 0.317
Cl -2.01787 -3.26750 -6.62088 -0.1 -0.2 0.1 -0.104
C -1.14294 -4.33992 -5.49561 0.1 0.0 0.1 -0.542
C -0.90087 -5.70666 -6.08479 0.1 0.0 0.0 -0.424
Cl -2.40915 -6.63695 -6.26568 0.0 0.0 0.0 -0.185
H -1.71598 -4.39655 -4.57321 -0.1 0.0 -0.1 0.354
H -0.19001 -3.85881 -5.27634 0.0 0.0 -0.1 0.272
H -0.25165 -6.28040 -5.42480 0.0 0.0 0.0 0.326
H -0.42599 -5.64200 -7.06119 -0.1 0.0 0.0 0.312
Cl -6.96836 -8.66866 4.55504 0.0 0.0 0.0 -0.182
C -5.72492 -9.82715 5.09167 0.0 -0.1 0.0 -0.419
C -4.56559 -9.14246 5.76988 0.0 -0.1 0.2 -0.504
Cl -3.59306 -8.17419 4.62821 0.0 -0.5 0.3 -0.182
H -5.39996 -10.39796 4.22484 0.0 0.1 0.0 0.307
H -6.20768 -10.50922 5.79010 0.0 0.1 0.0 0.325
H -3.89782 -9.88745 6.20023 0.0 0.0 -0.1 0.366
H -4.90006 -8.48353 6.56767 0.0 0.1 -0.1 0.290
Cl 6.09002 -3.59910 9.43487 0.0 0.0 0.0 -0.189
C 6.74812 -2.94234 7.91476 0.1 0.0 -0.1 -0.460
C 6.01783 -1.70107 7.46735 0.1 0.1 0.0 -0.361
Cl 4.35374 -2.05292 6.93801 0.0 0.0 0.0 -0.164
H 6.70158 -3.72580 7.16181 -0.1 0.0 0.0 0.331
H 7.79527 -2.70566 8.09937 0.0 0.1 0.0 0.309
H 6.53309 -1.25750 6.61560 0.0 -0.1 0.0 0.250
H 5.96788 -0.95846 8.26064 -0.1 -0.1 0.0 0.274
Cl 8.72064 2.84076 2.04498 0.0 0.0 0.0 -0.176
C 8.70537 1.07889 2.30341 0.1 0.0 0.0 -0.424
C 7.40166 0.45356 1.87601 0.1 -0.2 -0.1 -0.526
Cl 6.05274 0.92415 2.94289 0.1 -0.3 -0.1 -0.178
H 8.91221 0.89121 3.35476 -0.1 0.1 0.0 0.296
H 9.52177 0.66400 1.71372 -0.1 0.0 0.0 0.322
H 7.47976 -0.63189 1.92347 0.0 0.0 0.1 0.304
H 7.13748 0.73245 0.85861 0.0 0.1 0.1 0.330

# 4
23
Properties=species:S:1:pos:R:3:forces:R:3:mulliken_spin:R:1 method="wB97M-V/def2-TZVPD" s_squared=0.760 total_charge=+3 homo_lumo_gap_ev="6.079 / 5.072" homo_energy_ha="-0.7426 / -0.7173" spin_multiplicity=2
O -0.82900 2.37385 1.82295 -0.2 0.0 0.2 0.004
C -0.79831 1.10997 2.19876 -2.2 1.3 0.5 -0.009
O 0.08679 0.34430 1.79096 1.0 -0.7 -0.1 0.023
Ca 1.25897 -1.34935 1.66689 0.5 -1.2 0.1 -0.003
O -1.79351 0.82418 2.93497 0.8 0.6 -0.5 -0.001
C -2.00066 -0.53168 3.43845 -0.1 -0.7 0.3 0.000
C -3.29828 -0.53911 4.19889 -0.2 -0.1 0.1 0.000
H -1.14582 -0.77343 4.08259 -0.1 0.1 0.0 0.001
H -2.03195 -1.20306 2.57135 -0.1 0.1 0.0 0.000
H -3.26616 0.16573 5.03828 0.0 -0.2 -0.2 0.000
H -3.45265 -1.54983 4.59784 0.0 0.2 -0.1 0.000
H -4.13979 -0.29034 3.54151 0.2 -0.1 0.2 0.000
C 0.21142 2.85950 1.03012 0.5 0.1 -0.4 0.031
H -0.12456 3.79572 0.50528 0.0 0.1 0.1 0.011
H 1.08724 3.20852 1.62670 -0.1 0.1 0.0 0.024
C 0.66577 2.07411 -0.03582 0.9 -0.2 -1.3 0.692
H 1.52313 2.13175 -0.76880 -0.9 0.4 0.9 0.034
C 0.02870 0.08269 -2.81989 -0.4 0.6 0.6 0.056
C 1.36139 0.04504 -2.95400 0.3 -0.1 -0.2 0.121
H -0.48025 -0.49417 -2.04292 0.0 0.0 -0.4 0.015
H -0.58788 0.73001 -3.44810 0.1 -0.4 0.1 -0.003
H 1.97366 -0.59120 -2.31073 0.0 0.1 -0.3 0.002
H 1.86094 0.55546 -3.78051 0.0 -0.1 0.3 0.001

# 5
12
Properties=species:S:1:pos:R:3:forces:R:3:mulliken_charge:R:1 method="wB97M-V/def2-TZVPD" homo_lumo_gap_ev=9.231 homo_energy_ha=-0.3294 smiles="N/N=c1/nnon1N" de_lowest_kj_mol=233.1
N 0.73867 -1.58842 0.77033 0.0 -0.1 0.1 -0.428
N 1.20782 -0.30146 0.93110 -0.3 -0.1 -0.6 -0.307
C 0.68402 0.57017 0.18587 -0.2 -0.4 -0.2 0.481
N 1.02945 1.91493 0.29702 -0.2 0.3 0.7 -0.250
N 0.22418 2.57359 -0.35174 0.8 1.3 -0.4 -0.048
O -0.59894 1.83207 -1.09209 -0.7 -0.2 -0.5 -0.081
N -0.33432 0.44264 -0.82121 0.5 0.0 -0.3 0.067
N -1.54578 -0.10009 -0.39717 0.0 -0.9 1.8 -0.521
H 1.46600 -2.19475 1.11462 -0.2 -0.3 -0.3 0.270
H 0.38775 -1.80826 -0.16721 0.5 -0.1 0.3 0.214
H -1.35317 -0.50601 0.53803 -0.8 0.3 -0.7 0.346
H -1.90568 -0.83442 -1.00754 0.6 0.3 -0.1 0.257

# 6
100
Properties=species:S:1:pos:R:3:forces:R:3:mulliken_charge:R:1 method="wB97M-V/def2-TZVPD" total_charge=+1 homo_lumo_gap_ev=5.814 homo_energy_ha=-0.3407
Ga 0.14835 0.28555 0.02088 -0.2 -0.3 -0.2 0.768
C -4.04238 3.06839 3.65861 -0.1 -0.1 0.1 -1.044
C -3.64835 1.61611 3.94637 0.0 0.2 -0.1 -1.300
C -2.31657 1.31227 3.34890 0.4 -0.1 0.2 0.900
C -1.09481 1.31252 3.95963 -0.4 0.1 -0.1 0.625
C -0.81235 1.52037 5.41046 0.0 -0.2 0.0 -1.217
C -0.73845 0.19283 6.17091 0.0 0.2 0.0 -1.197
C -0.12264 1.06083 2.92956 0.1 0.0 0.0 -0.141
C 1.24418 1.07419 3.12885 0.1 -0.1 -0.2 -0.610
C 2.20191 0.90839 2.14731 -0.1 0.0 0.0 0.738
C 3.62123 0.87755 2.39179 0.2 -0.2 -0.4 0.864
C 4.26996 1.08598 3.72004 -0.1 0.2 -0.1 -1.175
C 4.30690 2.57058 4.09752 0.1 -0.2 0.1 -1.101
C 4.21770 0.61820 1.19013 -0.2 -0.1 0.4 0.482
C 3.15597 0.48511 0.22194 0.0 0.0 -0.1 0.401
C 3.33531 0.13348 -1.10287 0.0 0.0 0.2 -0.720
C 2.33648 -0.03819 -2.04513 -0.1 0.0 0.0 -0.035
N 0.99898 0.13408 -1.81460 0.1 0.2 0.3 -0.485
C 0.38103 -0.02545 -3.02567 -0.1 0.0 0.0 0.183
C -0.96578 0.17779 -3.25298 0.1 -0.1 0.2 -0.528
C -1.90835 0.49428 -2.28997 -0.1 0.2 0.0 -0.375
N -1.66145 0.61386 -0.94125 0.5 0.1 0.1 -0.777
C -2.87238 0.88829 -0.35773 -0.1 -0.1 -0.2 0.246
C -3.07114 1.07059 0.99597 0.2 -0.1 0.1 -0.757
C -2.07960 1.06420 1.95498 -0.2 0.0 -0.1 0.047
N -0.74309 0.88150 1.72110 0.3 0.0 -0.2 -0.675
C -3.91316 0.91774 -1.34872 0.2 -0.1 -0.2 0.963
C -3.30807 0.68284 -2.55363 0.0 0.0 0.2 1.035
C -3.95653 0.51388 -3.88635 0.0 -0.2 0.1 -1.243
C -4.27980 -0.96290 -4.13457 0.0 0.2 -0.1 -1.042
C -5.36293 1.18227 -1.09520 0.1 0.2 0.0 -1.277
C -5.65502 2.68613 -1.06173 -0.1 -0.2 0.0 -1.125
C 1.34084 -0.37594 -4.03961 0.4 0.1 0.1 0.894
C 2.56400 -0.37754 -3.42764 -0.3 0.1 -0.2 0.812
C 3.89763 -0.67200 -4.02930 -0.1 -0.1 0.1 -1.200
C 4.38887 -2.07518 -3.66331 0.0 0.2 -0.1 -1.102
C 1.01765 -0.66822 -5.46884 0.0 -0.1 0.1 -1.252
C 0.46811 -2.08414 -5.68329 0.1 0.2 0.0 -1.034
N 1.94504 0.68786 0.82201 -0.4 0.2 -0.2 -0.536
C 5.67652 0.47762 0.91293 0.0 0.2 0.0 -1.253
C 6.32750 1.81105 0.53181 0.0 -0.2 0.0 -1.102
H -5.01850 3.27941 4.08616 -0.1 0.1 0.0 0.395
H -4.07689 3.25776 2.58843 0.0 0.1 -0.1 0.222
H -3.31880 3.75190 4.09546 0.1 0.1 0.0 0.320
H -4.40994 0.94321 3.54458 0.0 0.0 0.1 0.454
H -3.61467 1.46533 5.02613 0.0 -0.1 0.0 0.429
H -1.60820 2.13072 5.83878 0.1 0.1 0.0 0.429
H 0.12517 2.06342 5.53659 0.0 0.1 0.0 0.459
H -1.67431 -0.35270 6.07927 -0.1 -0.1 0.0 0.330
H -0.55665 0.37445 7.22696 0.1 0.0 0.1 0.413
H 0.06288 -0.43048 5.78243 0.1 -0.1 0.0 0.289
H 1.59927 1.22731 4.13626 0.0 0.0 0.1 0.392
H 5.28935 0.69780 3.69207 -0.1 -0.1 0.0 0.358
H 3.72555 0.52324 4.48202 0.1 0.0 0.0 0.385
H 4.85164 3.13421 3.34384 0.0 0.1 0.0 0.260
H 4.80377 2.71188 5.05483 0.0 0.0 0.1 0.415
H 3.29876 2.97366 4.16423 -0.1 0.1 0.0 0.285
H 4.35211 -0.02697 -1.42545 0.1 0.0 -0.1 0.327
H -1.31915 0.09892 -4.26765 0.0 -0.1 -0.1 0.398
H -4.08126 1.25161 1.32435 -0.1 0.0 0.1 0.443
H -3.29794 0.87969 -4.67501 -0.1 0.1 0.0 0.448
H -4.87923 1.09241 -3.92922 0.0 0.1 0.0 0.430
H -3.37375 -1.56511 -4.13033 0.1 -0.1 0.0 0.164
H -4.76799 -1.08137 -5.09724 -0.1 -0.1 -0.1 0.436
H -4.94251 -1.34410 -3.36110 -0.1 0.0 0.1 0.290
H -5.66552 0.73110 -0.14754 0.0 -0.1 -0.1 0.442
H -5.95634 0.71758 -1.88533 0.0 -0.1 0.1 0.396
H -5.08675 3.16768 -0.26944 0.0 0.1 0.1 0.247
H -6.71381 2.87019 -0.89320 -0.1 0.0 0.0 0.408
H -5.37381 3.14147 -2.00780 0.0 0.1 -0.1 0.331
H 4.62021 0.07049 -3.68502 0.0 0.0 -0.1 0.412
H 3.82845 -0.58930 -5.11475 0.1 0.1 0.0 0.359
H 4.51221 -2.17226 -2.58777 0.0 -0.1 0.1 0.285
H 5.34326 -2.27964 -4.14135 0.1 -0.1 0.0 0.408
H 3.67255 -2.82405 -3.99147 -0.1 -0.1 0.0 0.270
H 1.91954 -0.55080 -6.07174 -0.1 0.1 0.0 0.352
H 0.28636 0.06042 -5.82443 0.1 0.0 -0.1 0.444
H 1.22167 -2.82825 -5.43571 0.0 -0.1 0.1 0.289
H 0.18495 -2.22524 -6.72481 0.0 0.0 0.0 0.396
H -0.40844 -2.26086 -5.06290 -0.1 0.0 0.1 0.203
H 5.83156 -0.24560 0.11102 0.1 -0.1 0.0 0.409
H 6.17228 0.08729 1.80270 0.0 -0.1 0.0 0.441
H 5.84395 2.23754 -0.34360 0.0 0.1 -0.1 0.299
H 7.38175 1.66244 0.30961 0.1 0.0 0.0 0.403
H 6.25027 2.52446 1.34852 0.0 0.1 0.0 0.253
C -1.58901 -5.04441 0.15160 -0.2 0.0 0.0 -1.058
N -0.67127 -3.93552 0.21203 0.0 0.0 -0.1 0.035
C 0.48846 -3.92558 1.06779 0.3 0.0 0.2 -0.533
C 0.85342 -2.43904 1.07291 0.1 -0.5 0.2 0.184
O 1.72984 -1.91646 1.70040 0.3 -0.3 0.2 -0.445
N -0.02150 -1.79587 0.22709 -0.1 0.9 -0.2 0.138
C -0.89746 -2.69441 -0.23656 0.0 -0.2 0.0 0.668
N -1.87380 -2.38824 -1.07581 -0.1 -0.1 0.1 0.060
H -1.03534 -5.97716 0.24461 0.0 0.0 -0.1 0.356
H -2.11415 -5.05234 -0.80216 0.0 -0.1 0.0 0.351
H -2.31992 -4.98026 0.96402 0.0 -0.1 -0.1 0.331
H 1.30611 -4.52198 0.64501 -0.1 0.1 0.1 0.307
H 0.28200 -4.28811 2.07893 0.0 0.1 -0.1 0.368
H -1.90705 -1.44914 -1.45107 -0.2 0.0 0.1 -0.495
H -2.55468 -3.06914 -1.35948 0.0 0.0 -0.1 0.257